{"formula": "CH12N2O3", "method": "ωB97M-V with the def2-TZVPD basis set", "elements": ["N", "C", "N", "H", "H", "H", "H", "H", "H", "H", "H", "O", "H", "H", "O", "H", "H", "O"], "coordinates": [[0.340, 1.656, -0.356], [0.902, 0.576, -1.206], [1.614, -0.457, -0.440], [1.033, 2.060, 0.117], [0.072, 2.228, -1.083], [0.079, 0.073, -1.748], [1.318, 1.000, -2.066], [1.191, -1.324, -0.329], [1.677, -0.283, 0.558], [-2.747, 2.897, 2.783], [-2.257, 3.116, 1.348], [-3.057, 3.145, 1.889], [0.005, 0.981, 1.634], [-0.986, 0.959, 2.940], [-0.154, 1.331, 2.635], [1.062, -5.902, -2.377], [-0.397, -6.065, -2.478], [0.306, -5.992, -1.821]], "mulliken_charge": [-0.44, -2.44, -0.19, 0.62, 0.40, 0.20, 0.50, 0.38, 0.35, 0.37, 0.41, -0.92, 0.31, 0.39, -0.80, 0.44, 0.43, -1.01], "gap_ev": [2.178, 9.393], "homo_energy_ev": [1.094, -5.859], "charge": -1, "e_lumo_ev": [3.27, 3.53], "multiplicity": 2, "molar_mass_g_mol": 100.118, "e_tot_ev": -10351.852}

---

{"formula": "CH12N2O4", "method": "ωB97M-V with the def2-TZVPD basis set", "elements": ["H", "N", "C", "N", "H", "H", "H", "O", "H", "H", "O", "H", "H", "O", "H", "H", "O", "H", "H"], "coordinates": [[-2.218, 0.485, -1.085], [-1.399, 1.014, -1.345], [-0.463, 0.424, -1.954], [0.700, 1.040, -2.296], [-0.529, -0.622, -2.273], [1.008, 1.848, -1.783], [1.317, 0.644, -2.977], [2.098, 0.452, 2.478], [1.188, 0.225, 2.721], [2.100, 1.374, 2.771], [-1.677, -2.057, -0.047], [-1.881, -2.695, 0.646], [-0.859, -1.690, 0.330], [-0.928, 1.007, 1.891], [-1.210, 0.798, 0.990], [-1.426, 0.404, 2.450], [1.434, -1.291, 0.044], [1.464, -1.779, 0.875], [1.576, -0.383, 0.345]], "mulliken_charge": [0.30, -0.84, 0.12, -0.40, 0.37, 0.23, 0.21, -0.65, 0.32, 0.32, -0.58, 0.29, 0.29, -0.62, 0.31, 0.32, -0.63, 0.30, 0.35], "gap_ev": 9.562, "homo_energy_ev": -9.269, "e_lumo_ev": 0.29, "multiplicity": 1, "molar_mass_g_mol": 116.117, "e_tot_ev": -12401.911}

---

{"formula": "CH12NO3", "method": "ωB97M-V with the def2-TZVPD basis set", "elements": ["C", "N", "H", "H", "H", "H", "H", "H", "H", "H", "O", "H", "H", "O", "H", "H", "O"], "coordinates": [[-0.869, -0.974, 0.284], [0.040, -0.083, 1.136], [-0.434, -0.895, -0.705], [-1.883, -0.618, 0.392], [-0.734, -1.953, 0.733], [1.024, -0.359, 1.280], [0.203, 0.893, 0.847], [-0.394, -0.017, 2.064], [2.974, -1.598, 3.082], [2.782, -0.132, 2.823], [2.318, -0.970, 2.813], [-0.262, 2.696, -1.447], [0.699, 3.292, -0.467], [0.131, 2.530, -0.592], [-2.707, -0.655, -4.143], [-1.084, -0.488, -4.386], [-1.802, -0.668, -3.715]], "mulliken_charge": [-0.73, -0.25, 0.25, 0.33, 0.37, 0.38, 0.27, 0.40, 0.33, 0.34, -0.67, 0.29, 0.33, -0.64, 0.50, 0.50, 0.00], "gap_ev": [9.351, 1.968], "homo_energy_ev": [-17.890, -17.889], "charge": 2, "e_lumo_ev": [-8.54, -15.92], "multiplicity": 2, "molar_mass_g_mol": 86.111, "e_tot_ev": -8843.001}

---

{"formula": "CH12NO4", "method": "ωB97M-V with the def2-TZVPD basis set", "elements": ["C", "N", "H", "H", "H", "H", "H", "H", "O", "H", "H", "O", "H", "H", "O", "H", "H", "O"], "coordinates": [[-0.836, 0.284, -2.341], [-1.266, 1.499, -2.246], [-0.662, -0.095, -3.420], [-0.339, -0.293, -1.599], [-1.664, 1.830, -1.343], [-1.499, 1.917, -3.151], [-1.943, -1.979, 2.508], [-1.036, -2.800, 1.864], [-1.013, -1.974, 2.331], [-1.251, 2.076, 0.881], [0.055, 1.296, 0.693], [-0.532, 2.013, 0.240], [1.962, -1.004, -0.034], [2.763, -0.481, -1.427], [1.867, -0.639, -0.954], [2.492, -0.957, 2.725], [1.044, -0.416, 2.905], [1.858, -0.277, 2.368]], "mulliken_charge": [-0.03, -0.09, 0.24, 0.28, 0.30, 0.30, 0.31, 0.30, -0.58, 0.36, 0.34, -0.72, 0.34, 0.32, -0.65, 0.32, 0.32, -0.63], "gap_ev": 9.432, "homo_energy_ev": -14.459, "charge": 1, "e_lumo_ev": -5.03, "multiplicity": 1, "molar_mass_g_mol": 102.110, "e_tot_ev": -10904.062}

---

{"formula": "CH12NO4", "method": "ωB97M-V with the def2-TZVPD basis set", "elements": ["C", "N", "H", "H", "H", "H", "H", "H", "O", "H", "H", "O", "H", "H", "O", "H", "H", "O"], "coordinates": [[-2.100, 0.390, 0.777], [-0.862, 0.659, 0.881], [-2.522, -0.370, 1.418], [-2.543, 0.780, -0.130], [-0.406, 1.247, 0.176], [-0.254, 0.146, 1.512], [0.819, 2.886, -1.670], [1.301, 3.423, -0.238], [0.782, 2.753, -0.701], [-0.349, -3.076, -0.565], [0.722, -1.970, -0.832], [-0.067, -2.210, -0.291], [-0.763, -2.104, 3.163], [-0.280, -2.111, 1.599], [-0.750, -1.616, 2.310], [2.443, 0.462, -3.249], [2.790, 0.320, -1.800], [2.038, 0.390, -2.357]], "mulliken_charge": [-0.12, 0.01, 0.32, 0.29, 0.23, 0.29, 0.33, 0.30, -0.66, 0.31, 0.32, -0.64, 0.32, 0.39, -0.68, 0.31, 0.33, -0.62], "gap_ev": 10.487, "homo_energy_ev": -14.793, "charge": 1, "e_lumo_ev": -4.31, "multiplicity": 1, "molar_mass_g_mol": 102.110, "e_tot_ev": -10905.279}

---

{"formula": "CH12NO5", "method": "ωB97M-V with the def2-TZVPD basis set", "elements": ["N", "C", "O", "H", "H", "H", "H", "H", "H", "O", "H", "H", "O", "H", "H", "O", "H", "H", "O"], "coordinates": [[1.020, 0.261, -1.190], [1.723, 0.985, -0.172], [1.286, 2.315, -0.005], [0.985, 0.662, -2.117], [0.144, -0.190, -0.932], [1.628, 0.457, 0.777], [2.752, 1.146, -0.494], [0.347, 2.379, 0.309], [-1.773, 2.158, 0.219], [-1.185, 2.210, 1.000], [-1.325, 0.977, 1.460], [-2.033, -0.179, 2.483], [-1.655, -0.106, 1.611], [-1.112, -1.157, 0.953], [-1.471, -2.734, 0.866], [-0.993, -2.069, 0.352], [-0.192, -2.547, -1.471], [1.198, -1.881, -1.710], [0.656, -2.687, -1.938]], "mulliken_charge": [-0.36, -0.39, -0.60, 0.12, 0.24, 0.30, 0.24, 0.41, 0.24, -1.02, 0.39, 0.24, -0.73, 0.42, 0.21, -0.74, 0.32, 0.41, -0.71], "gap_ev": 9.199, "homo_energy_ev": -5.295, "charge": -1, "e_lumo_ev": 3.90, "multiplicity": 1, "molar_mass_g_mol": 118.109, "e_tot_ev": -12960.721}

---

{"formula": "CH12O4S2", "method": "ωB97M-V with the def2-TZVPD basis set", "elements": ["C", "S", "S", "H", "H", "H", "H", "O", "H", "H", "O", "H", "H", "O", "H", "H", "O", "H", "H"], "coordinates": [[2.333, -1.494, 0.865], [1.626, -0.141, -0.109], [3.409, 0.941, -0.472], [1.552, -1.927, 1.495], [2.611, -2.325, 0.217], [3.182, -1.253, 1.492], [3.353, 1.617, 0.684], [-1.509, -0.602, -1.959], [-0.677, -0.926, -2.313], [-1.426, -0.826, -1.011], [-1.437, -1.417, 0.671], [-1.343, -0.620, 1.189], [-2.327, -1.764, 0.888], [-1.586, 1.153, 1.362], [-1.546, 1.850, 2.023], [-1.426, 1.547, 0.489], [-1.287, 2.283, -1.777], [-2.202, 2.557, -1.790], [-1.299, 1.347, -1.944]], "mulliken_charge": [-0.85, 0.03, -0.26, 0.27, 0.30, 0.37, 0.15, -0.75, 0.33, 0.39, -0.67, 0.39, 0.28, -0.64, 0.28, 0.34, -0.67, 0.32, 0.39], "gap_ev": 9.556, "homo_energy_ev": -9.093, "e_lumo_ev": 0.46, "multiplicity": 1, "molar_mass_g_mol": 152.237, "e_tot_ev": -31092.678}

---

{"formula": "CH12O4S2", "method": "ωB97M-V with the def2-TZVPD basis set", "elements": ["C", "S", "S", "H", "H", "H", "H", "O", "H", "H", "O", "H", "H", "O", "H", "H", "O", "H", "H"], "coordinates": [[-1.595, 0.197, -1.428], [-2.018, 1.882, -1.816], [-0.714, 3.081, -0.724], [-1.411, -0.347, -2.365], [-2.345, -0.359, -0.907], [-0.675, 0.170, -0.875], [0.553, 2.769, -1.041], [1.156, -1.899, -0.554], [1.832, -2.557, -0.360], [0.491, -1.919, 0.181], [-0.499, -1.979, 1.607], [-0.123, -1.076, 1.766], [-0.076, -2.587, 2.225], [-0.007, 0.597, 1.772], [-0.802, 1.056, 2.012], [0.621, 1.023, 1.154], [1.712, 1.025, -0.237], [1.350, 0.178, -0.563], [2.551, 0.747, 0.153]], "mulliken_charge": [-0.47, -0.07, -0.23, 0.34, 0.34, -0.11, 0.17, -0.67, 0.27, 0.43, -0.73, 0.47, 0.32, -0.70, 0.30, 0.37, -0.67, 0.35, 0.30], "gap_ev": 8.799, "homo_energy_ev": -8.459, "e_lumo_ev": 0.34, "multiplicity": 1, "molar_mass_g_mol": 152.237, "e_tot_ev": -31092.435}

---

{"formula": "CH12O6", "method": "ωB97M-V with the def2-TZVPD basis set", "elements": ["C", "O", "H", "H", "O", "H", "H", "O", "H", "H", "O", "H", "H", "O", "H", "H", "O", "H", "H"], "coordinates": [[2.187, -1.950, -0.915], [3.041, -0.996, -1.059], [2.424, -2.925, -0.637], [1.036, -1.893, -1.354], [-1.269, -2.714, 3.461], [-1.112, -2.495, 4.317], [-1.412, -1.837, 3.055], [-1.214, 1.114, -1.881], [-0.490, 1.680, -2.223], [-1.273, 0.699, -2.752], [-1.872, 2.183, 0.931], [-2.626, 2.836, 0.750], [-1.966, 1.617, 0.155], [1.828, 0.805, -3.202], [2.334, 1.354, -3.884], [2.569, 0.821, -2.531], [-0.906, 0.310, 2.878], [-1.150, 1.283, 2.583], [-0.129, 0.110, 2.308]], "mulliken_charge": [-0.02, -0.44, 0.30, 0.16, -0.63, 0.29, 0.35, -0.62, 0.32, 0.30, -0.65, 0.31, 0.33, -0.63, 0.31, 0.34, -0.68, 0.35, 0.31], "gap_ev": 10.667, "homo_energy_ev": -10.629, "e_lumo_ev": 0.04, "multiplicity": 1, "molar_mass_g_mol": 120.101, "e_tot_ev": -13514.800}

---

{"formula": "CH12O7", "method": "ωB97M-V with the def2-TZVPD basis set", "elements": ["O", "C", "O", "H", "H", "O", "H", "H", "O", "H", "H", "O", "H", "H", "O", "H", "H", "O", "H", "H"], "coordinates": [[2.064, -0.326, 0.523], [0.924, -0.089, 0.261], [-0.081, -0.798, 0.837], [0.488, 0.580, -0.488], [0.036, -1.179, 1.716], [0.375, 0.328, -3.628], [1.214, -0.001, -3.971], [-0.057, -0.487, -3.303], [-1.173, -1.767, -2.645], [-1.775, -1.055, -2.394], [-1.115, -2.368, -1.896], [2.721, 0.227, 3.187], [3.018, 0.549, 2.335], [1.974, 0.759, 3.455], [-3.157, -0.593, -0.713], [-3.955, -0.843, -0.239], [-2.707, 0.031, -0.137], [0.619, 2.562, 2.594], [0.823, 2.289, 1.695], [-0.235, 2.178, 2.811]], "mulliken_charge": [-0.50, 0.14, -0.40, 0.44, 0.32, -0.65, 0.33, 0.40, -0.70, 0.32, 0.30, -0.63, 0.31, 0.33, -0.60, 0.30, 0.30, -0.63, 0.30, 0.33], "gap_ev": 10.848, "homo_energy_ev": -10.958, "e_lumo_ev": -0.11, "multiplicity": 1, "molar_mass_g_mol": 136.100, "e_tot_ev": -15564.071}

---

Energy relative to the best compared isomer or geometry (same formula, charge and spin) / kJ/mol: 154.61 89.80 11.82 164.39 46.97 23.44 15.84 39.23 185.42 67.21